No. 1
A single C4H6N4 molecule in a non-equilibrium geometry, computed with ωB97M-V/def2-TZVPD.

Atoms and positions in Å:
C1 -1.113 0.625 1.131
C2 -1.244 -0.917 1.091
C3 0.162 -0.272 1.090
C4 0.518 -0.094 -0.278
N1 1.948 0.048 -0.449
N2 2.160 0.329 -1.804
N3 1.007 0.294 -2.290
N4 -0.165 -0.111 -1.476
H1 -1.207 1.674 0.455
H2 -0.993 1.221 2.140
H3 -1.499 -1.342 0.032
H4 -1.484 -1.347 2.007
H5 1.039 -0.402 1.785
H6 0.872 0.294 -3.433

For the HOMO-LUMO gap, the calculation gives 10.58 eV. As for the SMILES: C1CC1c1nn[nH]n1. The LUMO energy is 1.07 eV. The charge is 0. Its HOMO energy is -9.508 eV.


No. 2
A molecular structure, C4H6N4 in a non-equilibrium geometry, computed with ωB97M-V/def2-TZVPD.

Atoms and positions in Å:
C1 0.200 0.862 0.757
C2 -0.668 -0.668 -0.385
C3 -0.332 -1.358 -1.826
C4 1.243 -1.059 -1.317
H1 0.163 2.212 1.901
H2 1.600 1.081 2.557
H3 -0.263 -2.495 -2.411
H4 -0.985 -0.432 -2.502
H5 1.704 -1.938 -0.492
H6 2.394 -0.343 -1.985
N1 1.062 1.634 1.512
N2 -0.937 0.689 1.182
N3 -1.650 -0.244 0.415
N4 0.487 0.100 -0.314

For the HOMO-LUMO gap, the calculation gives 9.24 eV. The LUMO energy is 0.23 eV. The charge is 0. Its HOMO energy is -9.012 eV.